1.
Formula: C20H21N3OS
Source: the OMol25 dataset
Level of theory: the ωB97M-V functional and the def2-TZVPD basis

Summary:
Energy   -1411.73920 hartree
Charge   0
LUMO energy   -0.974 eV
Relative energy (zero: lowest compared OMol25 entry of this formula, charge and spin)   19.754 eV

Structure (XYZ):
```
46
C20H21N3OS (the ωB97M-V functional and the def2-TZVPD basis)
C 1.571 2.572 0.798
C 0.141 3.178 0.363
H 0.034 4.070 0.818
H 0.156 3.416 -0.637
C -0.867 2.391 0.873
C -1.456 1.412 -0.206
N -2.807 1.241 -0.146
C -3.230 0.677 -1.408
C -4.627 0.566 -1.396
C -5.408 -0.133 -2.359
C -4.513 -0.971 -3.448
C -3.091 -0.762 -3.416
C -2.603 0.163 -2.327
C -1.156 -0.007 -2.364
C -0.535 0.918 -1.333
H 0.439 0.865 -1.114
C -0.411 -0.503 -3.227
O -0.523 -0.595 -4.435
N 0.805 -1.243 -3.000
N 1.075 -1.452 -1.497
C 2.217 -1.882 -1.143
C 2.482 -2.190 0.338
C 3.521 -2.710 0.837
C 3.459 -2.591 2.359
C 2.609 -1.628 2.507
S 1.347 -1.200 1.333
C 2.003 -1.183 4.229
C 2.156 0.134 4.161
H 1.867 0.398 5.456
H 3.001 0.591 4.078
H 1.419 0.640 3.560
H 1.170 -1.579 4.361
H 2.793 -1.806 4.754
H 4.210 -2.723 3.018
H 4.259 -3.100 0.419
H 2.870 -2.592 -1.960
H 1.480 -1.561 -3.628
H -2.828 -1.451 -4.059
H -5.128 -1.406 -4.149
H -6.354 -0.410 -2.338
H -5.443 0.965 -0.519
H -1.671 2.430 1.475
H -0.419 1.417 1.654
H 1.810 1.730 0.456
H 1.902 2.499 1.866
H 2.274 3.406 0.392
```

***

2.
Formula: C20H21N3S
Source: the OMol25 dataset
Level of theory: the ωB97M-V functional and the def2-TZVPD basis

Summary:
Energy   -1337.16642 hartree
Charge   0
LUMO energy   0.815 eV
SMILES   c1ccc(N2CCC/C2=N\CCSc2c[nH]c3ccccc23)cc1
Relative energy (zero: lowest compared OMol25 entry of this formula, charge and spin)   0.000 eV

Structure (XYZ):
```
45
C20H21N3S (the ωB97M-V functional and the def2-TZVPD basis)
N -0.056 -1.252 0.653
S -2.201 0.685 -0.898
C -1.519 1.915 -1.990
C -2.116 2.390 -3.118
C -0.363 -0.853 1.871
C 4.795 -0.616 2.692
C 2.062 3.049 -1.205
C 2.203 3.844 -2.381
C 4.147 -1.214 3.755
C 4.022 -0.014 1.683
C 0.853 2.340 -1.012
C 1.156 3.962 -3.325
C 2.749 -1.250 3.813
C 2.633 -0.085 1.723
C -0.193 2.488 -1.924
C -0.050 3.328 -3.024
C 1.967 -0.646 2.809
N -1.238 3.275 -3.703
N 0.567 -0.592 2.884
C -1.081 -1.709 -0.298
C -1.250 -0.762 -1.461
C -1.715 -0.759 2.427
C -0.099 -0.542 4.192
C -1.536 -0.297 3.863
H -3.089 2.084 -3.553
H 5.881 -0.606 2.633
H 2.842 3.086 -0.496
H 3.138 4.334 -2.580
H 4.797 -1.631 4.506
H 4.544 0.490 0.862
H 0.674 1.753 -0.116
H 1.240 4.569 -4.211
H 2.302 -1.713 4.692
H 2.086 0.380 0.919
H -1.399 3.683 -4.649
H -0.705 -2.656 -0.650
H -2.063 -1.899 0.177
H -1.763 -1.284 -2.301
H -0.276 -0.487 -1.788
H -2.187 -1.739 2.423
H -2.329 -0.068 1.881
H 0.005 -1.454 4.763
H 0.262 0.296 4.750
H -2.192 -0.803 4.615
H -1.694 0.794 3.913
```

***

3.
Formula: C20H21N5O2S
Source: the OMol25 dataset
Level of theory: the ωB97M-V functional and the def2-TZVPD basis

Summary:
Energy   -1597.23296 hartree
Charge   0
LUMO energy   0.474 eV
SMILES   Cc1cc(C)nc(N/C(=N\S(=O)(=O)Cc2ccccc2)Nc2ccccc2)n1
Relative energy (zero: lowest compared OMol25 entry of this formula, charge and spin)   0.341 eV

Structure (XYZ):
```
49
C20H21N5O2S (the ωB97M-V functional and the def2-TZVPD basis)
C 5.121 -0.492 1.578
C 3.920 -1.162 0.999
N 2.777 -0.499 1.051
C 1.696 -1.084 0.542
N 1.677 -2.287 -0.032
C 2.822 -2.967 -0.092
C 3.992 -2.432 0.424
H 4.923 -2.973 0.383
C 2.758 -4.314 -0.732
H 2.300 -4.235 -1.716
H 3.750 -4.746 -0.828
H 2.137 -4.976 -0.129
N 0.553 -0.344 0.621
C -0.735 -0.653 0.235
N -1.708 0.183 0.389
S -1.537 1.707 0.965
O -2.776 2.096 1.558
O -0.341 1.848 1.775
C -1.296 2.680 -0.570
C -0.957 4.050 -0.115
C 0.370 4.436 0.035
C 0.682 5.686 0.539
C -0.327 6.560 0.906
C -1.651 6.177 0.769
C -1.966 4.929 0.265
H -2.996 4.620 0.175
H -2.442 6.852 1.063
H -0.082 7.534 1.303
H 1.716 5.976 0.652
H 1.159 3.752 -0.240
H -2.236 2.614 -1.108
H -0.491 2.197 -1.117
N -0.904 -1.862 -0.328
C -2.060 -2.476 -0.802
C -3.328 -1.907 -0.723
C -4.419 -2.597 -1.219
C -4.269 -3.848 -1.794
C -3.008 -4.416 -1.871
C -1.910 -3.738 -1.379
H -0.926 -4.182 -1.435
H -2.879 -5.392 -2.316
H -5.127 -4.378 -2.179
H -5.400 -2.151 -1.152
H -3.437 -0.938 -0.267
H -0.027 -2.399 -0.390
H 0.617 0.540 1.146
H 5.879 -0.354 0.808
H 5.550 -1.109 2.366
H 4.838 0.473 1.985
```

***

4.
Formula: C20H21N5O3S
Source: the OMol25 dataset
Level of theory: the ωB97M-V functional and the def2-TZVPD basis

Summary:
Energy   -1671.65984 hartree
Charge   0
LUMO energy   -0.193 eV
Relative energy (zero: lowest compared OMol25 entry of this formula, charge and spin)   23.633 eV

Structure (XYZ):
```
50
C20H21N5O3S (the ωB97M-V functional and the def2-TZVPD basis)
C -3.834 -3.508 4.357
H -4.572 -4.220 4.965
O -4.780 -2.706 3.826
C -4.233 -1.648 2.886
C -2.986 -1.517 2.362
C -2.370 -0.443 1.639
C -3.240 0.599 1.166
C -4.645 0.199 1.414
C -5.035 -0.773 2.276
H -6.158 -0.763 2.640
H -5.209 0.856 1.189
O -2.692 1.223 0.206
C -3.818 2.360 -0.370
H -3.018 2.898 -0.770
H -4.491 1.777 -0.950
H -4.059 3.006 0.611
C -1.083 -0.338 1.302
N -0.114 -1.202 1.812
N 1.095 -1.338 1.472
C 2.198 -1.967 1.998
O 1.946 -2.912 2.636
C 3.693 -1.725 1.404
H 3.809 -2.644 0.711
H 4.363 -1.689 2.237
S 3.751 -0.509 0.268
C 3.165 -0.851 -1.140
N 3.003 -1.918 -1.614
N 2.724 -2.222 -2.754
C 2.602 -0.733 -3.199
N 2.829 0.091 -2.156
C 2.856 1.317 -2.190
C 1.641 2.053 -2.712
C 1.644 3.458 -2.529
C 2.704 4.288 -2.254
C 3.898 3.590 -1.823
C 4.026 2.005 -1.663
H 4.765 1.502 -1.605
H 4.867 4.228 -1.260
H 2.774 5.258 -2.144
H 0.932 3.992 -2.818
H 0.740 1.673 -2.756
C 2.309 -0.313 -4.445
H 2.634 0.572 -4.913
H 0.982 -0.164 -4.673
H 2.444 -1.286 -5.364
H 1.241 -0.450 0.809
H -0.803 0.391 0.639
H -2.252 -2.138 2.940
H -3.354 -4.286 3.459
H -2.889 -3.071 4.877
```

***

5.
Formula: C20H22AsBiF6IN5O10S5
Source: the OMol25 dataset
Level of theory: the ωB97M-V functional and the def2-TZVPD basis

Summary:
Energy   -7139.78261 hartree
Charge   -2
LUMO energy   3.153 eV
Relative energy (zero: lowest compared OMol25 entry of this formula, charge and spin)   2.132 eV

Structure (XYZ):
```
71
C20H22AsBiF6IN5O10S5 (the ωB97M-V functional and the def2-TZVPD basis)
Bi 0.996 -0.037 0.228
C 0.758 -1.486 -8.327
C 1.039 -0.733 -7.050
C 2.234 -0.032 -6.891
C 2.518 0.612 -5.700
C 1.603 0.579 -4.647
C 0.405 -0.100 -4.800
C 0.135 -0.750 -6.000
S 2.284 1.253 -3.107
O 3.343 0.287 -2.801
O 2.763 2.565 -3.504
N 1.283 1.287 -1.903
C -0.048 1.843 -2.168
C -1.152 0.749 -2.186
O -2.274 1.055 -2.570
O -0.748 -0.419 -1.815
H 1.087 -0.913 -9.197
H -0.305 -1.706 -8.430
H 1.299 -2.436 -8.330
H 2.954 -0.008 -7.703
H 3.454 1.135 -5.554
H -0.318 -0.145 -3.999
H -0.796 -1.298 -6.105
H -0.071 2.383 -3.118
H -0.330 2.547 -1.381
F -2.589 -4.873 -1.525
C -1.890 -4.245 -0.558
F -2.628 -4.288 0.556
F -0.784 -4.983 -0.333
S -1.432 -2.502 -1.060
O -0.845 -2.063 0.198
O -0.593 -2.921 -2.172
N -2.926 -2.052 -1.338
S -3.633 -0.996 -0.385
O -2.856 0.093 0.142
O -4.515 -1.636 0.556
C -4.851 -0.255 -1.615
F -6.081 -0.756 -1.357
F -4.595 -0.526 -2.888
F -4.935 1.065 -1.450
I 2.707 5.290 3.691
C 1.171 4.097 2.913
C -0.036 3.993 3.584
C -1.032 3.206 3.026
C -0.783 2.575 1.817
N 0.378 2.703 1.173
C 1.352 3.435 1.708
H -0.196 4.513 4.518
H -1.984 3.087 3.525
H -1.524 1.938 1.339
H 2.287 3.479 1.158
O -0.230 -0.666 4.247
C 0.456 -0.857 3.286
N 1.191 -1.040 2.357
O 2.420 -2.784 -2.951
S 1.670 -1.727 -2.296
N 1.975 -1.680 -0.787
C 3.154 -3.270 1.112
As 3.850 -1.687 0.230
C 4.928 -2.210 -1.297
C 5.520 -1.601 1.394
S 3.461 0.419 0.699
H 2.807 -3.928 0.316
H 2.296 -2.962 1.704
H 3.913 -3.740 1.733
H 5.578 -3.019 -0.978
H 5.508 -1.334 -1.586
H 4.298 -2.505 -2.124
H 6.118 -2.513 1.336
H 5.199 -1.430 2.424
H 6.112 -0.742 1.077
```

***

6.
Formula: C20H22BrClKN5O6Te
Source: the OMol25 dataset
Level of theory: the ωB97M-V functional and the def2-TZVPD basis

Summary:
Energy   -5402.37929 hartree
Charge   -2
LUMO energy   4.007 eV
Relative energy (zero: lowest compared OMol25 entry of this formula, charge and spin)   0.963 eV

Structure (XYZ):
```
57
C20H22BrClKN5O6Te (the ωB97M-V functional and the def2-TZVPD basis)
K 1.300 -1.584 -1.015
Br -2.001 -2.101 0.965
C -1.793 -3.943 1.413
C -2.896 -4.583 1.905
C -2.804 -5.945 2.262
C -1.621 -6.606 2.111
C -0.474 -5.947 1.600
C 0.744 -6.647 1.436
C 1.833 -5.989 0.937
C 1.750 -4.620 0.595
C 0.607 -3.843 0.713
C -0.521 -4.565 1.231
H -3.828 -4.046 2.016
H -3.678 -6.455 2.652
H -1.539 -7.656 2.378
H 0.787 -7.699 1.702
H 2.769 -6.523 0.794
H 2.664 -4.180 0.193
N 3.975 -0.379 -1.566
N 4.178 0.982 -1.917
C 2.981 1.712 -2.049
N 3.187 2.990 -2.555
N 1.868 1.151 -1.789
N 0.673 1.934 -1.957
O 0.784 3.161 -1.475
O -0.272 1.193 -1.113
H 4.878 -0.795 -1.380
H 3.579 -0.877 -2.360
H 4.707 1.085 -2.779
H 4.024 3.401 -2.163
H 2.343 3.528 -2.326
O 4.415 -2.732 -4.085
Cl 3.776 -3.527 -3.058
O 4.557 -3.452 -1.843
O 3.653 -4.890 -3.492
O 2.453 -2.974 -2.797
C -4.060 6.651 0.866
C -3.123 5.470 0.858
C -1.771 5.624 1.130
C -0.894 4.544 1.116
C 0.571 4.796 1.344
C -1.385 3.259 0.840
Te -0.047 1.612 0.821
C -2.745 3.089 0.544
C -3.355 1.769 0.154
C -3.587 4.200 0.560
H -3.527 7.571 1.108
H -4.857 6.520 1.602
H -4.535 6.784 -0.108
H -1.380 6.616 1.340
H 0.769 5.869 1.390
H 1.139 4.346 0.525
H 0.919 4.343 2.275
H -2.704 0.931 0.387
H -3.537 1.747 -0.923
H -4.310 1.622 0.663
H -4.639 4.058 0.325
```